No. 1
{"formula": "C4H12", "method": "ωB97M-V/def2-TZVPD", "homo_lumo_gap_ev": [14.003, 3.712], "total_charge": 1, "multiplicity": 2, "relative_energy_ev": 0.778, "energy_ha": -159.1412, "elements": ["C", "C", "H", "H", "H", "H", "H", "H", "C", "C", "H", "H", "H", "H", "H", "H"], "coordinates": [[0.23866, 0.92854, -1.36500], [1.69898, 1.32169, -1.58451], [0.03984, -0.08718, -0.97967], [-0.30125, 1.73946, -0.89119], [-0.20392, 0.71930, -2.38185], [1.77543, 1.89617, -2.50820], [2.33490, 0.43834, -1.63000], [2.01539, 1.85663, -0.68216], [-0.82647, -0.48103, 1.95178], [-1.07133, -1.62020, 1.05263], [-1.65486, -0.40546, 2.68317], [0.00361, -0.66773, 2.67664], [-0.51419, 0.40243, 1.40162], [-1.25492, -2.57023, 1.56727], [-1.96328, -1.47959, 0.39065], [-0.31659, -1.99114, 0.29882]], "atomic_forces_ev_per_a": [[1.036, 0.829, -1.100], [-1.023, -1.303, 1.443], [-0.035, -0.306, 0.427], [-0.373, -0.267, 0.138], [-0.175, -0.044, 0.213], [0.380, 0.395, 0.034], [0.016, -0.047, -0.550], [0.168, 0.612, -0.494], [0.404, -0.462, -0.936], [-0.462, -1.532, 0.687], [0.067, 0.252, -0.024], [0.101, -0.100, 0.116], [-0.327, 0.376, 0.260], [-0.194, 0.342, 0.356], [0.311, 0.265, -0.280], [0.105, 0.988, -0.289]], "mulliken_charge": [-0.28, -0.83, -0.16, 0.36, 0.35, 0.31, 0.34, 0.29, -0.51, -0.84, 0.32, 0.32, 0.24, 0.34, 0.38, 0.35]}



No. 2
{"formula": "C5H11O3Pm", "method": "ωB97M-V/def2-TZVPD", "homo_lumo_gap_ev": [6.091, 6.094], "total_charge": 1, "multiplicity": 6, "relative_energy_ev": 0.242, "energy_ha": -1030.8557, "elements": ["O", "C", "C", "O", "C", "C", "O", "C", "Pm", "H", "H", "H", "H", "H", "H", "H", "H", "H", "H", "H"], "coordinates": [[0.35139, -2.83519, 0.13279], [0.96152, -2.31378, 1.23069], [0.20961, -1.14261, 1.86907], [0.00020, -0.06719, 0.94246], [0.31083, 1.26525, 1.30476], [0.62447, 2.01376, 0.03166], [-0.37560, 1.68811, -0.93219], [-0.36919, 2.52622, -2.08215], [-1.04841, -0.48825, -1.10945], [2.00609, -1.96312, 1.02714], [1.06679, -3.03556, 2.08276], [0.74213, -0.73779, 2.74591], [-0.81307, -1.46432, 2.11275], [1.17539, 1.31233, 1.97877], [-0.57874, 1.68537, 1.79819], [1.60921, 1.72490, -0.36670], [0.61644, 3.09529, 0.22783], [-1.11127, 2.13043, -2.78324], [-0.64514, 3.54875, -1.79216], [0.62592, 2.52346, -2.54920]], "atomic_forces_ev_per_a": [[-1.201, 1.757, -0.951], [0.422, 0.185, 0.348], [-0.048, -0.821, 1.032], [0.440, 0.611, -1.120], [-0.316, 0.185, 0.321], [0.725, 0.476, 0.504], [0.087, 0.747, 0.152], [0.183, 0.550, -0.348], [0.217, -3.362, 0.295], [-0.247, -0.025, 0.074], [-0.082, 0.170, -0.372], [-0.301, -0.185, -0.173], [0.327, -0.134, 0.404], [-0.206, -0.048, -0.101], [0.343, 0.133, 0.032], [-0.215, 0.078, 0.069], [0.018, -0.223, -0.107], [0.079, 0.137, 0.041], [0.037, -0.261, -0.175], [-0.262, 0.032, 0.075]], "mulliken_charge": [-0.78, -0.45, -0.38, -0.34, -0.48, -0.47, -0.36, -0.73, 1.52, 0.21, 0.31, 0.41, 0.15, 0.40, 0.28, 0.32, 0.43, 0.30, 0.30, 0.35]}



No. 3
{"formula": "C16H32Br16", "method": "ωB97M-V/def2-TZVPD", "homo_lumo_gap_ev": 10.049, "relative_energy_ev": 2.185, "energy_ha": -41813.0335, "elements": ["Br", "C", "C", "Br", "H", "H", "H", "H", "Br", "C", "C", "Br", "H", "H", "H", "H", "Br", "C", "C", "Br", "H", "H", "H", "H", "Br", "C", "C", "Br", "H", "H", "H", "H", "Br", "C", "C", "Br", "H", "H", "H", "H", "Br", "C", "C", "Br", "H", "H", "H", "H", "Br", "C", "C", "Br", "H", "H", "H", "H", "Br", "C", "C", "Br", "H", "H", "H", "H"], "coordinates": [[4.16178, 6.15516, -2.15633], [2.37438, 5.59359, -1.58400], [2.19853, 4.11719, -1.35083], [0.30932, 3.89862, -0.95758], [1.63340, 5.88116, -2.38170], [2.26236, 6.17940, -0.65547], [2.71430, 3.63152, -0.51454], [2.42016, 3.50618, -2.20773], [-0.77839, -4.20466, -3.98361], [-0.06465, -5.28745, -2.39263], [-0.62091, -6.69983, -2.56347], [-0.29149, -7.69956, -0.90201], [-0.48002, -4.83616, -1.50965], [1.00095, -5.22509, -2.47611], [-0.16356, -7.23192, -3.38373], [-1.77508, -6.61726, -2.58006], [-0.95041, -0.00256, 2.96246], [0.37441, -0.61003, 1.64912], [0.42112, 0.43076, 0.49429], [1.35027, -0.37583, -0.98749], [-0.00642, -1.57932, 1.47399], [1.28869, -0.59879, 2.23994], [0.90579, 1.34313, 0.84224], [-0.61381, 0.52523, 0.20514], [0.48944, -2.66796, 4.51466], [-0.04481, -1.22061, 5.77875], [0.19004, -1.62172, 7.24361], [-0.50644, -0.18728, 8.20123], [-1.05670, -0.89439, 5.66695], [0.64978, -0.38935, 5.67803], [1.24489, -1.67536, 7.39783], [-0.27423, -2.56449, 7.55469], [-2.52805, -1.47372, -1.44456], [-4.31001, -1.93903, -0.64564], [-4.12248, -2.49457, 0.78775], [-5.72949, -2.23627, 1.83489], [-4.81055, -2.75987, -1.14737], [-4.91685, -1.05364, -0.58364], [-3.44487, -2.04134, 1.40319], [-3.99755, -3.54890, 0.79665], [-3.66831, 4.59488, -2.84555], [-4.01143, 4.43538, -0.96380], [-3.26274, 3.28142, -0.37560], [-3.83258, 2.92036, 1.38729], [-5.10192, 4.39615, -0.79884], [-3.68445, 5.39707, -0.46929], [-2.20336, 3.50811, -0.42274], [-3.60579, 2.44091, -0.98120], [7.49975, 0.20654, 1.34705], [6.00302, 1.42669, 1.20712], [4.88916, 0.50038, 1.63129], [3.34033, 1.39924, 2.33188], [5.88254, 1.69070, 0.10776], [6.02753, 2.32094, 1.86619], [5.13518, -0.09359, 2.49817], [4.58666, -0.18355, 0.87637], [-1.69345, 1.30368, -4.06774], [-0.50816, -0.17362, -4.58480], [0.94072, 0.21942, -4.68290], [1.98815, -1.35956, -4.97205], [-0.92488, -0.59586, -5.50136], [-0.68180, -0.86427, -3.78545], [1.26743, 0.64440, -3.72354], [1.11555, 1.05921, -5.39553]], "atomic_forces_ev_per_a": [[-0.117, -0.407, -0.139], [-0.417, 0.689, -0.130], [0.260, -0.484, 0.505], [-0.140, -0.224, -0.009], [0.972, 0.082, 0.927], [-0.430, -0.395, -0.589], [0.069, 0.681, -0.028], [-0.084, 0.004, -0.550], [0.499, -0.648, 1.045], [-1.186, -0.318, -1.396], [-1.869, 1.050, 0.875], [0.186, 0.058, -0.246], [0.080, 0.391, 0.187], [0.437, 0.090, 0.130], [-0.242, -0.166, -0.132], [2.074, -0.413, -0.462], [-0.360, 0.729, -0.325], [0.441, 1.965, 0.665], [-0.670, -1.692, 1.466], [0.323, 0.102, -0.222], [0.088, -0.940, -0.904], [0.039, -0.385, -0.363], [-0.189, -0.138, -0.402], [-0.091, 0.653, -0.467], [-0.261, 0.550, 0.832], [1.277, -0.695, 1.081], [-0.139, -1.464, -1.543], [-0.564, 1.182, 1.313], [-0.493, -0.198, -0.665], [-0.224, 0.009, -0.843], [0.634, -0.137, 0.370], [-0.013, 0.360, -0.151], [-1.120, -0.423, 0.447], [0.761, -0.693, 1.609], [-1.668, -0.146, -1.488], [-0.664, 0.054, 0.014], [0.182, 0.383, -0.863], [0.022, 0.393, -0.415], [2.176, 1.292, 0.988], [0.414, -0.812, -0.171], [0.087, -0.021, -0.271], [-0.524, 2.273, 1.490], [-0.662, -0.151, -1.513], [-0.085, -0.057, 0.962], [0.532, -0.316, -0.280], [-0.269, -0.923, -0.697], [-0.005, -0.554, 0.108], [0.859, -0.359, 0.198], [0.798, 0.465, -0.135], [-0.949, 0.060, -0.987], [-0.224, -0.014, 1.009], [-0.636, 0.704, -0.137], [0.302, -0.049, 1.554], [0.579, -0.713, -0.530], [0.520, -0.053, 0.038], [-0.334, -0.325, -0.801], [0.365, 0.154, -0.214], [-0.631, 0.051, -0.240], [-0.240, 1.808, 0.596], [0.253, -0.034, -0.288], [0.205, 0.178, 0.066], [0.181, -0.566, 0.321], [-0.111, -0.362, -0.172], [-0.004, -1.137, -0.023]], "mulliken_charge": [-0.19, -0.61, -0.38, -0.01, 0.35, 0.36, 0.24, 0.38, -0.16, -0.64, -0.51, -0.17, 0.37, 0.40, 0.39, 0.32, -0.18, -0.75, -0.12, -0.14, 0.53, 0.26, 0.28, 0.14, -0.18, -0.82, -0.51, -0.14, 0.43, 0.47, 0.36, 0.38, -0.09, -0.56, -0.44, -0.15, 0.34, 0.40, 0.14, 0.37, -0.16, -0.62, 0.11, -0.13, 0.42, 0.35, -0.38, 0.25, -0.16, -0.38, -0.77, -0.21, 0.29, 0.38, 0.41, 0.44, -0.12, -0.13, -0.24, -0.14, 0.36, -0.14, -0.02, 0.41]}



No. 4
{"formula": "C3H2S", "method": "ωB97M-V/def2-TZVPD", "homo_lumo_gap_ev": 9.663, "relative_energy_ev": 2.613, "energy_ha": -513.5046, "elements": ["C", "C", "C", "S", "H", "H"], "coordinates": [[-1.05201, -0.22696, -0.02910], [-0.84737, -1.48130, 0.10515], [0.54043, 0.25390, 0.05684], [-0.80444, 1.47554, 0.06662], [1.25465, -0.09242, 0.78348], [0.90875, 0.07124, -0.98298]], "atomic_forces_ev_per_a": [[1.147, 0.395, 0.813], [-0.028, 0.389, -0.160], [-1.274, -0.957, -2.959], [0.716, -0.874, 0.300], [-0.510, 0.478, 0.943], [-0.051, 0.569, 1.063]], "mulliken_charge": [0.22, -0.37, -0.39, -0.04, 0.34, 0.23]}



No. 5
{"formula": "C16H36F24P5Ti", "method": "ωB97M-V/def2-TZVPD", "homo_lumo_gap_ev": [2.121, 11.079], "total_charge": -3, "multiplicity": 5, "energy_ha": -5585.0437, "elements": ["Ti", "C", "C", "C", "C", "P", "C", "C", "C", "C", "C", "C", "C", "C", "C", "C", "C", "C", "H", "H", "H", "H", "H", "H", "H", "H", "H", "H", "H", "H", "H", "H", "H", "H", "H", "H", "H", "H", "H", "H", "H", "H", "H", "H", "H", "H", "H", "H", "H", "H", "H", "H", "H", "H", "P", "F", "F", "F", "F", "F", "F", "P", "F", "F", "F", "F", "F", "F", "P", "F", "F", "F", "F", "F", "F", "P", "F", "F", "F", "F", "F", "F"], "coordinates": [[4.72633, 1.27156, 1.98054], [-2.64874, -5.45749, -2.85462], [-2.96250, -4.48388, -1.68207], [-2.44866, -3.06457, -1.83669], [-3.02766, -2.04909, -0.76971], [-2.60850, -0.26251, -1.01377], [-3.36714, 0.83251, 0.33292], [-3.08323, 0.35285, 1.82327], [-3.85917, 1.24282, 2.91919], [-3.54724, 2.75241, 2.94390], [-0.78397, -0.03366, -0.91496], [-0.40841, 1.44143, -1.01423], [1.15640, 1.62106, -1.15400], [1.97875, 0.86441, -0.18260], [-2.96824, 0.17692, -2.68702], [-4.43222, -0.19616, -2.96736], [-4.98851, 0.46602, -4.22625], [-4.34671, -0.08944, -5.56821], [-1.61406, -5.78700, -2.75999], [-2.82785, -4.89322, -3.76983], [-3.32417, -6.31127, -2.90915], [-2.56196, -4.88684, -0.75185], [-4.04305, -4.44736, -1.54355], [-2.73101, -2.57943, -2.77105], [-1.36321, -3.13918, -1.77087], [-2.84265, -2.30214, 0.27424], [-4.11420, -2.05517, -0.85637], [-4.44576, 0.80573, 0.17809], [-3.12620, 1.88496, 0.18325], [-2.05402, 0.56311, 2.11416], [-3.31661, -0.67921, 2.08495], [-3.74278, 0.61912, 3.80550], [-4.91849, 1.00055, 2.83402], [-4.14137, 3.34144, 2.24522], [-2.57558, 2.90673, 2.47468], [-3.55711, 3.11177, 3.97291], [-0.39110, -0.63607, -1.73402], [-0.43094, -0.61930, -0.06614], [-0.78322, 1.90918, -0.10383], [-0.84487, 1.96244, -1.86637], [1.40866, 2.68147, -1.15247], [1.48805, 1.36164, -2.15939], [1.88179, -0.20988, -0.33945], [1.76056, 1.09332, 0.86051], [2.99421, 1.16464, -0.44103], [-2.25351, -0.41566, -3.25808], [-2.83403, 1.24164, -2.87797], [-5.09157, 0.13480, -2.16497], [-4.48508, -1.26018, -3.19798], [-4.88396, 1.55094, -4.21485], [-6.05476, 0.28568, -4.36293], [-3.26560, 0.04903, -5.57930], [-4.70348, 0.47378, -6.43053], [-4.65042, -1.12604, -5.71428], [5.19358, 2.82501, 4.44970], [4.69556, 4.35911, 4.52057], [4.41171, 2.49398, 5.80482], [3.78755, 2.49938, 3.70175], [5.53343, 1.20071, 4.19330], [5.89937, 3.03266, 3.00138], [6.64801, 3.07875, 5.22138], [1.56279, -1.28150, 3.32501], [2.71736, -2.38053, 3.71967], [1.52311, -0.72449, 4.87791], [2.69499, -0.16644, 3.01039], [0.37605, -0.26398, 2.85532], [1.57003, -1.67992, 1.79205], [0.41736, -2.36444, 3.74073], [5.74072, -1.85753, 1.39605], [6.34879, -0.79081, 2.48627], [6.47526, -0.93343, 0.23883], [7.10832, -2.74624, 1.56039], [5.09227, -2.95767, 0.29587], [4.99033, -2.75278, 2.52471], [4.48342, -0.82475, 1.27536], [5.55238, 2.88890, -0.74832], [4.57899, 3.35610, -2.00944], [6.12237, 4.41665, -0.39475], [4.17497, 3.05280, 0.14303], [6.40434, 2.30066, 0.52259], [5.06765, 1.36908, -1.15055], [6.88805, 2.67151, -1.71361]], "atomic_forces_ev_per_a": [[0.206, -0.502, 0.233], [-0.157, 1.204, 0.602], [-0.783, -0.564, 0.000], [0.144, 1.124, 0.698], [-0.034, 0.000, -0.301], [1.529, 0.256, 1.969], [-0.304, -1.789, 0.590], [-0.299, 2.329, 0.493], [-0.578, -1.647, -1.427], [0.476, -1.123, -0.392], [-1.008, -0.875, -0.497], [1.714, -0.168, 0.302], [-1.671, 0.737, -0.614], [0.770, -0.298, 0.177], [-1.335, 0.062, -0.178], [-0.215, 0.417, -1.568], [0.616, -0.254, -1.915], [-0.497, 0.772, 1.095], [0.033, -0.054, -0.394], [0.321, -0.152, -0.324], [0.029, -0.102, 0.281], [0.038, -0.046, 0.132], [-0.208, -0.005, -0.032], [0.175, -0.648, -0.471], [0.143, 0.496, -0.116], [0.352, -0.018, -0.002], [-0.233, -0.076, -0.081], [-0.248, -0.110, -0.150], [0.438, 0.051, -0.194], [0.347, -0.486, -0.450], [0.005, -0.062, -0.620], [1.047, 0.809, 0.723], [-0.457, 0.653, -0.721], [-0.764, -0.127, 0.376], [0.520, -0.058, 0.579], [-0.019, 0.366, -0.203], [0.039, 0.155, -0.460], [0.162, 0.656, 0.593], [0.229, 0.335, 0.020], [-0.359, -0.248, -0.008], [-0.213, 0.243, 0.453], [-0.317, -0.465, -0.235], [0.116, -0.011, 0.233], [-0.133, -0.016, 0.090], [0.164, -0.444, 0.366], [-0.043, 0.088, -0.362], [0.298, 0.001, 0.199], [0.057, -0.408, 0.413], [-0.270, -0.250, 0.657], [0.168, 0.117, 0.224], [-0.142, -0.143, 0.503], [0.085, -0.384, 0.071], [-0.207, 0.121, -0.052], [0.384, -0.128, 0.066], [0.204, 0.160, 2.537], [1.256, -0.400, -0.046], [1.089, -0.044, 0.168], [-0.754, -0.354, -1.860], [0.191, 0.472, 0.333], [-0.115, 0.356, -0.457], [-2.077, -0.247, -1.082], [-0.849, -0.847, 1.690], [-0.905, 1.005, -0.392], [0.030, -0.100, -0.948], [0.822, 1.006, -0.084], [-0.079, 0.855, 0.958], [0.623, -1.407, -0.729], [0.279, 0.011, -0.477], [1.380, -2.744, -0.709], [-0.350, 0.108, 0.435], [-0.633, -1.086, 0.292], [-0.869, 0.423, -0.305], [1.000, 2.158, 0.690], [0.802, 1.397, -0.419], [-1.035, 0.297, -0.399], [0.429, 0.291, -3.756], [1.608, 0.755, 0.690], [-1.413, -1.750, -0.293], [1.083, -0.161, 1.366], [-1.057, -0.290, 0.471], [0.604, 0.370, 1.117], [-1.376, 0.434, 0.839]], "mulliken_charge": [1.50, -2.85, -0.28, 0.02, -2.27, 4.48, -1.53, 0.16, -1.12, -1.30, -1.45, -0.52, -1.22, 0.04, -1.57, -0.98, -0.57, -2.30, 0.34, 0.39, 1.20, 0.29, 0.73, 0.30, 0.19, 0.32, 0.84, -0.38, -0.86, -0.04, 0.37, 0.48, 0.64, 0.53, 0.28, 0.47, 0.69, 0.17, 0.09, 0.20, 0.50, 0.40, 0.35, 0.33, -0.38, 0.94, 0.59, -0.42, 0.06, 0.59, 0.56, 0.30, 0.71, 0.50, 1.36, -0.36, -0.36, -0.40, -0.39, -0.35, -0.36, 1.31, -0.39, -0.43, -0.33, -0.37, -0.33, -0.37, 1.59, -0.36, -0.36, -0.38, -0.38, -0.34, -0.60, 1.38, -0.40, -0.38, -0.40, -0.38, -0.35, -0.39]}



No. 6
{"formula": "C9H11O2", "method": "ωB97M-V/def2-TZVPD", "homo_lumo_gap_ev": 7.731, "total_charge": -1, "relative_energy_ev": 3.803, "energy_ha": -499.9528, "elements": ["C", "C", "C", "C", "C", "C", "C", "C", "C", "O", "O", "H", "H", "H", "H", "H", "H", "H", "H", "H", "H", "H"], "coordinates": [[0.01375, -2.21217, 0.11745], [-0.16735, -1.35509, -0.90818], [0.37409, -1.97784, 1.47136], [0.75663, -0.56879, 2.04593], [1.76347, 0.70427, -0.10363], [0.74655, 0.63015, 1.02991], [0.28275, 0.55179, -0.37134], [-1.97034, 1.02127, -1.45408], [-0.54279, 1.52370, -1.11243], [-0.48409, -1.42941, -2.10754], [0.46957, -2.92329, 2.33138], [-0.26894, -3.16405, -0.17776], [-0.07198, -0.42677, 2.75189], [1.78487, -0.68879, 2.31576], [2.33965, 1.67877, -0.32051], [2.42964, -0.10806, -0.21840], [0.67534, 1.47596, 1.72999], [-2.09691, 0.09498, -1.91142], [-2.61033, 1.86404, -2.03552], [-2.64504, 0.98594, -0.54339], [-0.61833, 2.36386, -0.38667], [-0.16022, 1.95953, -2.14279]], "atomic_forces_ev_per_a": [[0.097, 0.502, 1.215], [0.625, 4.861, -2.042], [0.823, -1.213, 1.717], [-1.650, -0.724, -3.399], [-0.025, 1.954, 0.145], [0.518, -0.391, 1.591], [0.443, -3.973, -1.027], [-2.714, 3.967, 1.445], [-0.907, 1.458, -1.491], [0.490, -0.402, 2.088], [-0.363, 1.821, -1.795], [-0.287, -2.209, -0.043], [0.960, 0.204, 0.555], [0.297, 0.019, 1.302], [-1.318, -1.172, 0.448], [0.397, -1.076, -0.256], [-0.259, 0.586, -1.057], [0.367, -1.319, -1.057], [1.720, -1.770, 0.728], [1.025, -0.214, -0.429], [-0.257, 0.151, -0.805], [0.017, -1.061, 2.168]], "mulliken_charge": [-0.96, 0.52, 0.23, -0.54, -0.98, -0.53, 1.15, -1.15, -0.40, -0.71, -0.76, 0.45, 0.30, 0.25, 0.22, 0.29, 0.26, 0.38, 0.28, 0.24, 0.27, 0.17]}